Entry from the Open Molecules 2025 dataset: C7H6O4 in the gas phase in a non-equilibrium geometry (ωB97M-V/def2-TZVPD).

Structure (XYZ):
```
17
Properties=species:S:1:pos:R:3:lowdin_charge:R:1
C -0.78272 -0.13762 1.97030 -0.408
C 0.00198 -0.25381 0.70636 -0.077
C 1.34344 -0.65267 0.54240 -0.012
C 1.95879 -0.47576 -0.73096 -0.047
C 1.15773 -0.02175 -1.79758 -0.038
C -0.08905 0.38876 -1.71085 -0.302
C -0.70101 0.07379 -0.42933 -0.248
H -0.87395 -0.28271 3.79043 0.128
H 1.81277 -1.03986 1.39749 0.092
H 3.01551 -0.63949 -0.82950 0.094
H 1.77395 0.32717 -2.63522 0.133
H -1.56845 0.84576 -2.62980 0.120
H -2.33915 0.56865 0.47381 0.170
O -0.18037 -0.14228 3.14541 0.143
O -1.99699 0.14392 2.06280 0.047
O -0.62111 0.84236 -2.81734 0.126
O -1.91136 0.45553 -0.50843 0.080
```

largest force on an atom	0.126	Eh/bohr
HOMO	-8.2182	eV
relative energy (zero: lowest compared OMol25 entry of this formula, charge and spin)	1.027	eV
SMILES string	O=C(O)c1cccc(O)c1O
E	-15545.4374	eV